ORCA calculation (ωB97M-V/def2-TZVPD) on 12 unconnected molecules or ions with the total composition C92H206F12N5O12P3 at a distorted geometry.

The calculation puts the LUMO energy at -0.203 hartree. The value obtained for the orbital gap is 8.4 eV.

Structure (ORCA input):
```
! RIJCOSX wB97M-V def2-TZVPD def2/J DEFGRID3
* xyz 4 1
C -4.150 -3.461 -8.337
C -3.375 -4.763 -8.442
C -3.580 -5.680 -7.246
N -2.578 -5.573 -5.992
C -3.233 -6.122 -4.771
C -2.112 -4.210 -5.644
C -0.974 -4.452 -4.665
C -0.297 -5.740 -5.113
C -1.290 -6.317 -6.192
H -4.761 -3.340 -7.406
H -4.852 -3.299 -9.176
H -3.417 -2.614 -8.376
H -2.261 -4.658 -8.578
H -3.695 -5.339 -9.327
H -3.475 -6.727 -7.523
H -4.590 -5.520 -6.776
H -4.186 -5.600 -4.666
H -2.611 -6.060 -3.881
H -3.346 -7.134 -5.030
H -3.034 -3.637 -5.202
H -1.809 -3.681 -6.525
H -1.314 -4.509 -3.628
H -0.281 -3.582 -4.761
H -0.166 -6.496 -4.313
H 0.606 -5.584 -5.647
H -1.449 -7.404 -6.224
H -0.844 -5.913 -7.144
C 1.171 -0.900 -0.565
N 0.980 -2.348 -0.257
C 1.692 -2.606 1.061
C -0.473 -2.764 -0.147
C 1.495 -3.235 -1.367
C 1.356 -4.733 -1.272
O 2.088 -5.321 -0.263
H 2.207 -0.623 -0.756
H 0.795 -0.350 0.306
H 0.600 -0.577 -1.451
H 1.648 -3.676 1.284
H 1.175 -1.905 1.720
H 2.774 -2.232 0.855
H -0.391 -3.814 0.177
H -0.980 -2.676 -1.085
H -0.864 -2.112 0.596
H 2.514 -2.903 -1.509
H 1.023 -2.886 -2.291
H 1.618 -5.016 -2.298
H 0.311 -5.057 -1.232
H 1.394 -5.867 0.300
C -1.034 3.123 -3.738
N -0.031 4.137 -4.321
C -0.619 4.787 -5.534
C 0.379 5.206 -3.377
C 1.276 3.453 -4.843
C 1.943 2.407 -3.969
O 2.463 2.967 -2.716
H -1.378 2.550 -4.538
H -1.833 3.563 -3.131
H -0.462 2.503 -3.059
H -1.479 5.361 -5.211
H -0.873 4.047 -6.292
H 0.135 5.474 -5.757
H -0.479 5.682 -2.846
H 0.988 5.985 -3.874
H 1.062 4.681 -2.777
H 1.972 4.300 -4.979
H 1.147 3.106 -5.894
H 2.782 2.081 -4.496
H 1.370 1.546 -3.703
H 2.857 2.238 -2.257
C 5.303 -7.850 -1.796
N 5.864 -6.811 -0.853
C 4.777 -5.829 -0.493
C 6.293 -7.510 0.426
C 6.932 -6.017 -1.394
C 8.184 -6.826 -1.836
O 8.874 -5.954 -2.736
H 4.248 -7.873 -1.615
H 5.771 -8.853 -1.582
H 5.494 -7.501 -2.779
H 3.870 -6.271 -0.046
H 4.338 -5.345 -1.398
H 5.262 -5.125 0.227
H 7.108 -8.201 0.195
H 5.320 -7.929 0.717
H 6.656 -6.700 1.083
H 7.228 -5.314 -0.618
H 6.594 -5.508 -2.287
H 7.970 -7.801 -2.253
H 8.798 -6.974 -0.944
H 9.731 -6.268 -2.922
C -3.530 -8.445 0.118
N -2.833 -7.960 1.318
C -3.566 -6.860 2.011
C -2.514 -9.096 2.268
C -1.534 -7.339 0.808
C -0.383 -7.148 1.800
O 0.516 -6.180 1.476
H -3.056 -9.296 -0.397
H -3.534 -7.674 -0.661
H -4.556 -8.683 0.435
H -3.901 -6.222 1.147
H -2.847 -6.267 2.690
H -4.422 -7.364 2.519
H -3.374 -9.794 2.219
H -2.324 -8.725 3.274
H -1.628 -9.639 1.879
H -1.887 -6.377 0.422
H -1.154 -7.951 -0.050
H 0.152 -8.195 1.806
H -0.775 -6.952 2.775
H -0.325 -5.043 2.372
C 0.490 1.370 10.125
C 2.056 1.310 10.221
C 2.484 2.218 11.322
C 2.185 3.697 11.152
P 2.945 4.471 9.738
C 3.062 6.244 10.093
C 3.698 7.101 8.930
C 3.716 8.558 9.285
C 2.286 9.093 9.215
C 4.578 3.809 9.330
C 4.666 2.624 8.319
C 5.939 2.750 7.427
C 5.771 1.755 6.197
C 1.815 4.338 8.271
C 0.511 5.120 8.362
C -0.538 4.678 7.270
C -0.164 4.972 5.806
H 0.177 2.373 10.405
H 0.077 0.723 10.912
H -0.102 1.177 9.192
H 2.610 1.706 9.279
H 2.412 0.300 10.493
H 3.509 2.115 11.673
H 1.922 1.903 12.215
H 2.548 4.333 11.946
H 1.093 3.851 11.118
H 3.574 6.479 11.070
H 2.029 6.603 10.196
H 3.178 6.786 7.973
H 4.727 6.721 8.736
H 4.361 9.149 8.709
H 4.191 8.596 10.295
H 1.466 8.526 9.703
H 1.942 9.110 8.171
H 2.250 10.165 9.634
H 5.119 3.290 10.151
H 5.100 4.620 8.916
H 3.776 2.635 7.618
H 4.594 1.730 8.908
H 6.836 2.534 7.971
H 6.031 3.747 7.045
H 4.818 1.885 5.651
H 5.746 0.758 6.532
H 6.593 1.883 5.482
H 1.516 3.301 8.115
H 2.370 4.645 7.294
H 0.777 6.199 8.128
H 0.109 5.082 9.369
H -1.530 5.174 7.459
H -0.545 3.580 7.458
H -1.086 4.824 5.217
H 0.621 4.348 5.429
H -0.032 6.028 5.739
C -2.932 0.603 0.533
C -3.190 1.564 -0.693
C -3.951 0.790 -1.733
C -4.375 1.689 -2.878
P -5.653 0.935 -3.822
C -6.152 2.127 -5.169
C -5.788 3.606 -4.858
C -6.626 4.627 -5.656
C -6.334 4.727 -7.200
C -5.144 -0.722 -4.281
C -5.913 -1.347 -5.415
C -7.433 -1.526 -5.283
C -7.970 -2.175 -6.524
C -6.965 0.730 -2.641
C -7.469 1.975 -1.860
C -8.511 2.950 -2.561
C -9.841 2.315 -2.954
H -2.017 -0.001 0.448
H -3.785 -0.077 0.555
H -2.855 1.083 1.460
H -2.307 1.936 -1.113
H -3.734 2.384 -0.207
H -4.881 0.383 -1.311
H -3.281 -0.018 -2.062
H -3.639 1.964 -3.630
H -4.827 2.551 -2.344
H -7.227 1.864 -5.371
H -5.459 1.887 -6.021
H -4.684 3.730 -5.091
H -5.968 3.850 -3.764
H -6.407 5.587 -5.091
H -7.679 4.437 -5.462
H -7.265 4.841 -7.807
H -5.706 3.901 -7.481
H -5.764 5.606 -7.371
H -5.141 -1.336 -3.407
H -4.138 -0.676 -4.711
H -5.491 -2.408 -5.507
H -5.640 -0.751 -6.376
H -8.012 -0.569 -5.049
H -7.673 -2.199 -4.492
H -7.273 -2.827 -6.965
H -8.252 -1.380 -7.277
H -8.923 -2.695 -6.298
H -6.697 -0.040 -1.902
H -7.861 0.502 -3.352
H -6.665 2.558 -1.423
H -7.993 1.545 -0.956
H -8.101 3.534 -3.445
H -8.746 3.754 -1.845
H -9.693 1.322 -3.298
H -10.417 2.868 -3.707
H -10.533 2.249 -2.146
C 6.450 7.105 -2.427
C 5.978 5.632 -2.277
C 5.027 5.590 -1.087
C 4.768 4.172 -0.575
P 3.718 4.153 0.846
C 2.123 4.760 0.224
C 0.890 4.719 1.151
C -0.376 5.273 0.409
C -1.607 5.034 1.240
C 3.589 2.527 1.571
C 2.811 2.475 2.936
C 2.129 1.089 3.153
C 1.502 1.013 4.519
C 4.259 5.232 2.197
C 5.572 4.792 2.796
C 5.610 5.158 4.320
C 5.665 6.630 4.686
H 6.846 7.269 -3.397
H 7.139 7.390 -1.639
H 5.571 7.814 -2.298
H 6.914 4.990 -2.170
H 5.524 5.326 -3.192
H 4.150 6.065 -1.461
H 5.356 6.225 -0.207
H 5.721 3.702 -0.290
H 4.340 3.564 -1.324
H 1.979 4.057 -0.619
H 2.417 5.742 -0.147
H 1.182 5.229 2.116
H 0.737 3.693 1.457
H -0.442 4.811 -0.544
H -0.176 6.313 0.124
H -1.442 5.493 2.146
H -1.762 3.968 1.387
H -2.533 5.406 0.715
H 4.590 2.132 1.709
H 3.327 1.794 0.768
H 2.014 3.247 2.971
H 3.435 2.629 3.788
H 2.892 0.308 3.028
H 1.350 1.022 2.418
H 2.253 0.969 5.288
H 0.938 0.075 4.636
H 0.849 1.895 4.684
H 3.430 5.203 2.897
H 4.291 6.269 1.861
H 6.390 5.292 2.232
H 5.650 3.718 2.786
H 6.550 4.689 4.763
H 4.694 4.700 4.768
H 4.935 7.226 4.171
H 6.657 6.983 4.427
H 5.519 6.773 5.788
C -3.202 -4.681 -1.142
O -4.310 -5.194 -0.445
O -2.413 -5.482 -1.757
C -3.743 -3.478 -2.051
F -2.749 -2.839 -2.758
F -4.601 -3.752 -3.069
F -4.312 -2.501 -1.321
C -5.391 -5.763 -1.183
C -6.707 -4.865 -1.100
H -6.912 -4.717 -0.062
H -6.770 -3.935 -1.646
H -7.536 -5.448 -1.507
H -5.635 -6.689 -0.626
H -5.066 -5.883 -2.239
H -2.723 -4.111 -0.314
C -2.858 0.531 -6.320
O -2.169 -0.655 -5.893
O -3.182 1.356 -5.350
C -2.054 1.216 -7.420
F -0.937 1.871 -6.991
F -1.648 0.386 -8.351
F -2.849 2.157 -8.018
C -1.314 -0.671 -4.753
C 0.180 -0.929 -5.181
H 0.105 -1.865 -5.725
H 0.521 -0.062 -5.826
H 0.785 -1.017 -4.270
H -1.681 -1.440 -4.029
H -1.389 0.387 -4.359
H -3.835 0.109 -6.707
C -1.033 -3.645 3.860
O -0.835 -2.238 3.671
O -1.030 -4.331 2.607
C 0.147 -4.221 4.587
F 0.114 -5.521 4.614
F 1.328 -3.901 4.044
F -0.041 -3.740 5.867
C -2.028 -1.537 3.178
C -2.882 -0.936 4.277
H -3.694 -0.304 3.862
H -3.366 -1.722 4.859
H -2.261 -0.250 4.841
H -2.588 -2.215 2.544
H -1.515 -0.755 2.674
H -1.983 -3.824 4.399
C 4.494 0.298 -1.733
O 4.221 -1.078 -2.161
O 3.417 1.014 -1.389
C 5.357 -0.070 -0.512
F 6.500 -0.614 -0.874
F 5.713 0.979 0.355
F 4.792 -1.022 0.292
C 4.247 -1.331 -3.538
C 5.675 -1.498 -4.071
H 6.201 -2.262 -3.539
H 5.767 -1.886 -5.054
H 6.189 -0.578 -3.922
H 3.757 -0.495 -4.095
H 3.548 -2.200 -3.671
H 5.110 0.777 -2.562
*
```